Entry from the OMol25 dataset: C18H23N5O3Rb as an isolated structure at a distorted geometry (ωB97M-V/def2-TZVPD).

Element x y z (Å)
C 5.2211 4.3960 -2.9296
C 4.7173 4.1826 -4.1522
H 5.7057 3.5711 -2.4157
H 4.8815 5.1204 -2.1874
C 3.6504 3.6641 -4.9131
C 2.5233 2.9178 -4.5347
H 2.5162 1.9154 -4.0299
H 1.5636 3.2929 -4.9352
C 5.8676 4.8424 -4.8275
H 6.6622 5.0872 -4.1143
H 5.4939 5.7735 -5.2565
H 6.2338 4.0995 -5.5338
C 3.6915 4.1916 -6.3666
H 4.5515 3.6900 -6.8332
H 3.8812 5.2767 -6.3138
H 2.7698 3.9631 -6.9184
Rb -0.4333 -0.9716 -0.8058
O 0.6287 1.3099 -0.4722
C 0.5420 2.5311 -0.3125
O -1.9815 1.4701 -1.0547
C -1.7537 2.6667 -1.0251
O -2.7042 3.6191 -1.1185
N -0.4754 3.2805 -0.9528
C -2.0878 4.9143 -1.3750
C -0.5899 4.6933 -1.4581
H -2.3417 5.5892 -0.5498
H -2.5500 5.2707 -2.3041
H 0.0238 5.3368 -0.8270
H -0.3062 4.7794 -2.5270
C 1.7059 3.1288 0.4283
C 2.7023 2.2075 0.7942
H 2.1403 4.0013 -0.1295
H 2.8629 1.9752 -0.3221
H 3.7492 2.6379 0.9134
N -2.7906 -3.1040 2.7600
C -3.9299 -2.3709 2.4819
C -3.5351 -1.3841 1.5959
N -2.1876 -1.5137 1.3381
C -1.7470 -2.5584 2.0496
C -0.3784 -3.0654 2.1445
N 0.7174 -2.6155 1.5132
C 1.7832 -3.3444 2.0066
C 1.3273 -4.2746 2.9250
N -0.0399 -4.0925 2.9948
H -2.7358 -3.9089 3.3791
H -4.8876 -2.5854 2.9174
H -4.1252 -0.6032 1.1393
H 2.8032 -3.1687 1.6962
H 1.8465 -5.0086 3.5142
H -0.6819 -4.6341 3.5676

Strongest force on any atom: 5.3 eV/A
Total charge: +1
ΔE to the lowest compared entry with this formula, charge and spin: 1074.1 kJ/mol
E_LUMO (spin up / spin down): -3.96 / -3.96 eV

Results of the Mulliken charge analysis, in e, for atoms 1 through 4:
1 C -0.611
2 C 0.519
3 H 0.270
4 H 0.226